A | The following is a DFT calculation (the ωB97M-V functional and the def2-TZVPD basis) of one molecule with the formula C2H4FNO3.

LUMO in eV: 0.12
Kohn-Sham gap in eV: 9.05
Multiplicity: 1
SMILES: [O-]/[N+](=C/O)OCF

Geometry (Å):
1 O -0.223 -1.722 -0.040
2 N -0.670 -0.603 -0.031
3 C -1.909 -0.219 -0.260
4 O -2.319 1.024 -0.436
5 O 0.542 0.478 0.240
6 C 1.861 0.142 0.339
7 F 2.562 0.257 -0.833
8 H -2.555 -1.076 -0.285
9 H -1.635 1.798 -0.433
10 H 2.463 0.835 0.929
11 H 1.882 -0.915 0.812


B | The following is a DFT calculation (the ωB97M-V functional and the def2-TZVPD basis) of one molecule with the formula C2H4FNO3.

LUMO in eV: 0.10
Kohn-Sham gap in eV: 11.23
Multiplicity: 1
SMILES: C[C@](O)(F)[N+](=O)[O-]

Geometry (Å):
1 C -0.376 -0.519 -0.233
2 C 0.668 0.524 -0.183
3 O 0.622 1.498 0.780
4 F 0.907 1.046 -1.471
5 N 2.155 -0.289 0.101
6 O 2.179 -1.416 -0.363
7 O 3.082 0.332 0.562
8 H 0.047 -1.330 -0.636
9 H -0.891 -0.769 0.769
10 H -1.200 -0.189 -1.000
11 H 1.531 1.758 1.059


Relative energies, kcal/mol: A 47.4; B 0.0.